[1]
A cluster of 2 separate species, C5H12N3 in total. Source: the Open Molecules 2025 dataset; level of theory: ωB97M-V/def2-TZVPD.

2S+1: 2
Relative energy (zero: lowest compared OMol25 entry of this formula, charge and spin) in kJ/mol: 0.0
Charge: 0
Highest occupied orbital energy (alpha / beta) in eV: -5.69 / -8.53

The geometry in XYZ format:
```
20
Properties=species:S:1:pos:R:3:forces:R:3
C -1.7904 -0.1502 -1.1639 1.0101 0.4000 -0.0136
C -1.3096 -1.0494 -2.0388 -0.4273 -0.0806 0.1215
C -1.5274 1.8767 0.1137 -0.2614 0.7893 0.6690
N -1.0446 0.9196 -0.7110 -0.1929 -0.1861 -0.5042
H -2.7789 -0.1621 -0.7240 -0.0994 -0.3165 -0.1204
H -0.3314 -0.9256 -2.4820 0.0722 -0.0152 0.0478
H -1.8986 -1.8987 -2.3500 -0.0431 0.0517 0.0006
H -0.9197 2.7403 0.3279 0.0994 -0.1064 -0.0507
H -2.5454 1.8501 0.4708 0.0023 -0.1797 -0.1478
H -0.0615 1.0184 -0.9791 -0.4093 -0.2398 0.0921
C 0.8451 -1.4425 2.2352 -0.5808 0.1690 0.3478
N 1.1554 -0.2455 1.4856 0.4539 -0.0629 -0.0955
C 1.6426 -0.3417 0.2282 0.2970 0.0120 0.0810
N 1.8490 0.6593 -0.5447 -0.0112 -0.4119 -0.0650
H 0.1691 -1.1602 3.0429 0.1161 -0.0569 0.0876
H 0.2666 -2.1267 1.6147 0.1589 -0.0285 -0.0929
H 1.7000 -1.9687 2.6642 0.1422 0.0830 -0.0743
H 1.3038 0.6278 1.9683 -0.3191 -0.0252 -0.0851
H 1.8718 -1.3750 -0.0447 -0.2590 -0.0450 -0.2313
H 2.1679 0.2854 -1.4356 0.2511 0.2496 0.0333
```
Positions in Å, forces in eV/Å.

---

[2]
A cluster of 2 separate species, C5H12N3 in total. Source: the Open Molecules 2025 dataset; level of theory: ωB97M-V/def2-TZVPD.

Relative energy (zero: lowest compared OMol25 entry of this formula, charge and spin) in kJ/mol: 466.1
Charge: +1
Highest occupied orbital energy in eV: -12.87

The geometry in XYZ format:
```
20
Properties=species:S:1:pos:R:3:forces:R:3
C -2.3233 -1.4072 -1.3767 2.3636 0.8571 0.4781
C -1.2083 -1.3353 -0.7154 -3.6694 1.1269 -1.1251
C -1.7632 -0.0198 -1.2607 1.5300 -2.3241 0.2222
C -0.8961 0.5091 -2.3447 -1.6847 3.1255 -0.6033
C 0.9015 0.6114 0.8734 1.1511 -0.3710 -2.6644
N 1.8654 0.1500 2.9937 -0.0938 -0.8858 -0.6745
N 0.9926 0.8636 2.1195 0.9027 1.0885 3.6146
N 1.7543 -0.1863 0.2678 -2.3698 0.0819 -2.0576
H -2.9313 -1.9924 -1.9671 -1.4752 -1.0792 -0.7864
H -2.2588 0.5867 -0.5644 -0.5853 1.3962 0.5679
H -0.3052 -0.2118 -2.8126 1.1865 -1.3977 -0.3057
H -0.2813 1.3874 -2.0041 -0.4490 -0.6323 -0.5186
H -1.5657 0.8301 -3.1764 0.6081 0.4359 0.3920
H 0.2037 1.1302 0.1974 0.0307 -0.1306 0.8759
H 2.6046 0.6096 3.5153 0.1466 1.2504 -1.0821
H -0.5678 -1.8296 -0.1184 2.2000 -1.5555 1.7164
H 0.6078 1.7111 2.4911 -0.6861 0.2337 0.0264
H 2.4089 -0.6867 0.8103 0.8366 -0.8264 0.4531
H 1.4242 -0.4952 -0.6812 1.0734 0.2293 1.3564
H 1.3379 -0.2249 3.7535 -1.0162 -0.6226 0.1148
```
Positions in Å, forces in eV/Å.

---

no.,calculated total energy (eV),strongest force on any atom (eV/Å)
1,-9847.334,1.09
2,-9839.381,4.00